# 1
C19H22BrNO5S | wB97M-V/def2-TZVPD

Summary:
energy above the lowest of the compared OMol25 structures with the same formula, charge and spin: 10.6 kJ/mol
HOMO level: -0.3108 Eh
SMILES: COc1ccc(CCNC(=O)CCS(=O)(=O)c2ccc(Br)cc2)cc1OC

```
! RIJCOSX wB97M-V def2-TZVPD def2/J DEFGRID3
* xyz 0 1
C -3.233 -2.561 0.934
O -2.460 -1.717 0.112
C -1.094 -1.832 0.156
C -0.414 -2.590 1.101
C 0.968 -2.649 1.119
C 1.717 -1.978 0.168
C 3.215 -1.993 0.173
C 3.776 -0.847 1.038
N 3.251 0.444 0.654
C 3.615 1.054 -0.485
O 4.429 0.606 -1.267
C 2.927 2.404 -0.721
C 1.418 2.304 -0.912
S 0.558 2.677 0.652
O 0.534 4.104 0.824
O 1.143 1.909 1.729
C -1.133 2.101 0.450
C -1.667 1.288 1.430
C -2.978 0.860 1.325
C -3.716 1.241 0.217
Br -5.494 0.612 0.034
C -3.186 2.061 -0.767
C -1.881 2.502 -0.640
C 1.040 -1.240 -0.792
C -0.343 -1.134 -0.806
O -0.870 -0.288 -1.757
C -2.009 -0.715 -2.477
H -4.270 -2.355 0.670
H -3.080 -2.345 1.996
H -3.013 -3.615 0.743
H -0.966 -3.137 1.849
H 1.460 -3.238 1.879
H 3.591 -1.860 -0.842
H 3.591 -2.937 0.568
H 4.864 -0.829 0.921
H 3.525 -1.008 2.087
H 2.518 0.858 1.220
H 3.390 2.841 -1.608
H 3.129 3.062 0.129
H 1.060 3.057 -1.609
H 1.083 1.320 -1.224
H -1.045 1.000 2.263
H -3.422 0.238 2.086
H -3.785 2.347 -1.618
H -1.451 3.154 -1.382
H 1.595 -0.742 -1.573
H -1.861 -1.720 -2.882
H -2.910 -0.708 -1.862
H -2.116 -0.007 -3.298
*
```

# 2
C3H12N2S | wB97M-V/def2-TZVPD

Summary:
energy above the lowest of the compared OMol25 structures with the same formula, charge and spin: 40.4 kJ/mol
HOMO level: -0.3183 Eh
SMILES: CCS.NCN

```
! RIJCOSX wB97M-V def2-TZVPD def2/J DEFGRID3
* xyz 0 1
C -0.543 -2.294 0.432
C -0.005 -2.073 1.820
S 1.271 -0.721 2.032
H -0.171 -3.159 -0.091
H -0.418 -1.468 -0.273
H -1.631 -2.416 0.471
H -0.754 -1.928 2.587
H 0.532 -2.958 2.154
H 0.386 -0.050 2.775
N 0.242 2.413 -0.215
C -0.210 1.400 -1.155
N 0.136 1.622 -2.560
H 1.248 2.535 -0.211
H -0.170 3.333 -0.291
H 0.369 0.517 -0.886
H -1.272 1.257 -0.993
H -0.141 2.505 -2.954
H 1.131 1.485 -2.642
*
```

# 3
C3H7Br3OSi | wB97M-V/def2-TZVPD

Summary:
energy above the lowest of the compared OMol25 structures with the same formula, charge and spin: 108.7 kJ/mol
HOMO level (alpha / beta): -0.2941 / -0.2745 Eh

```
! RIJCOSX wB97M-V def2-TZVPD def2/J DEFGRID3
* xyz 0 1
C -1.595 -0.443 0.747
C -0.193 -0.473 1.345
C 0.793 -1.113 0.448
O 2.102 -0.986 0.625
Si 0.479 1.310 -1.970
Br 2.327 2.618 -1.901
Br -1.292 2.728 -1.962
Br 0.465 0.334 -4.022
H -1.572 0.035 -0.228
H -2.270 0.116 1.389
H -1.982 -1.452 0.630
H 0.133 0.539 1.604
H -0.230 -1.041 2.288
H 0.522 -1.946 -0.180
H 2.314 -0.226 1.189
*
```

# 4
C6H8CrF6N2O8S2 | wB97M-V/def2-TZVPD

Summary:
HOMO level (alpha / beta): 0.0566 / -0.0111 Eh
⟨S²⟩: 6.013

```
! RIJCOSX wB97M-V def2-TZVPD def2/J DEFGRID3
* xyz -2 5
Cr 0.015 -0.189 0.617
O 1.780 -1.240 0.860
H 1.691 -2.149 1.207
O -0.513 -0.218 2.476
H -0.670 -0.555 3.379
C 2.053 -1.819 -3.160
F 1.094 -2.093 -4.007
F 2.180 -2.878 -2.268
F 3.261 -1.710 -3.868
S 1.773 -0.162 -2.194
O 2.904 -0.076 -1.268
O 1.597 0.902 -3.198
O 0.567 -0.389 -1.371
C 2.483 3.349 2.254
F 1.812 2.719 3.254
F 1.640 4.348 1.935
F 3.682 3.751 2.688
S 2.473 2.120 0.754
O 1.104 1.493 0.705
O 2.779 2.881 -0.474
O 3.481 1.006 1.129
C -2.871 -3.969 0.162
C -1.983 -2.848 0.208
N -1.304 -1.924 0.130
H -2.394 -4.699 0.816
H -2.898 -4.286 -0.881
H -3.847 -3.776 0.606
C -4.031 2.382 -0.124
C -2.882 1.467 -0.098
N -1.945 0.773 -0.022
H -4.604 2.220 0.789
H -4.719 2.145 -0.935
H -3.711 3.424 -0.104
*
```